{
  "formula": "C28H54OP2Pt",
  "method": "ωB97M-V with the def2-TZVPD basis set",
  "elements": ["Pt", "C", "C", "C", "C", "C", "C", "H", "H", "H", "C", "H", "H", "H", "C", "H", "H", "H", "C", "H", "H", "H", "C", "H", "H", "H", "C", "C", "C", "C", "C", "C", "C", "C", "H", "H", "H", "H", "H", "H", "H", "H", "H", "H", "H", "H", "P", "C", "H", "H", "H", "C", "H", "H", "H", "C", "H", "H", "H", "P", "C", "H", "H", "H", "C", "H", "H", "H", "C", "H", "H", "H", "C", "C", "C", "C", "O", "H", "H", "H", "H", "H", "H", "H", "H", "H"],
  "xyz": [[-0.4739, 1.9276, 0.2183], [-0.1743, 0.2206, -3.0339], [0.2576, 1.5820, -3.0118], [1.7905, 0.3209, -1.8293], [0.8173, -0.5603, -2.3718], [1.4529, 1.6554, -2.2349], [-1.3208, -0.2894, -3.8171], [-2.1768, 0.4021, -3.8125], [-1.6721, -1.2622, -3.4420], [-1.0136, -0.4399, -4.8640], [0.8765, -2.0225, -2.2566], [-0.0742, -2.4878, -2.5217], [1.1300, -2.3180, -1.2253], [1.6638, -2.4495, -2.8980], [2.8973, -0.0638, -0.9401], [3.8118, -0.4167, -1.4602], [2.6101, -0.8830, -0.2715], [3.1909, 0.7864, -0.3041], [2.3659, 2.8196, -2.1564], [2.5801, 3.1862, -3.1704], [3.3104, 2.5157, -1.7069], [1.9664, 3.6579, -1.5743], [-0.2283, 2.6115, -3.9471], [0.1908, 2.3897, -4.9483], [0.1176, 3.6262, -3.7018], [-1.3193, 2.6525, -4.0862], [-2.4672, 1.6522, 0.7568], [-2.3873, 1.7329, -0.6855], [-2.8455, 2.9634, -1.3992], [-1.8387, 4.1390, -1.3622], [-0.6099, 3.8936, -0.5257], [-0.6718, 3.8790, 0.9121], [-1.9736, 4.0442, 1.6734], [-2.9318, 2.8171, 1.6192], [-3.8069, 3.3076, -0.9933], [-2.3529, 5.0583, -1.0525], [-2.9962, 2.6937, -2.4509], [-3.9097, 3.1641, 1.2621], [-2.7136, 0.6720, 1.1781], [-2.5252, 0.7948, -1.2356], [-3.0772, 2.4557, 2.6521], [-1.7469, 4.2557, 2.7311], [0.2118, 4.2806, 1.4137], [-2.5077, 4.9305, 1.3107], [-1.5008, 4.3450, -2.3831], [0.3103, 4.3068, -0.9489], [-1.6910, -1.7440, 0.4766], [-1.0556, -3.4038, 0.1932], [-1.5622, -4.1344, 0.8439], [0.1301, -3.3255, 0.4946], [-1.1098, -3.6927, -0.8707], [-2.0983, -1.8416, 2.2623], [-2.7882, -2.6846, 2.3968], [-2.5706, -0.9065, 2.5885], [-1.1774, -2.0024, 2.8419], [-3.3424, -1.7351, -0.3173], [-3.8308, -0.7626, -0.1556], [-3.9496, -2.5458, 0.1103], [-3.2099, -1.8863, -1.4009], [0.8864, 0.9082, 1.9766], [2.2589, 2.1059, 1.9315], [2.2515, 2.6715, 2.8674], [2.1356, 2.8018, 1.0895], [3.2127, 1.5768, 1.8385], [-0.0989, 1.3314, 3.4457], [-0.8928, 2.0563, 3.2042], [0.5711, 1.7617, 4.2002], [-0.5584, 0.4170, 3.8503], [1.6534, -0.6868, 2.4335], [2.7186, -0.5143, 2.6582], [1.5779, -1.4584, 1.6373], [1.1691, -1.0860, 3.3376], [1.4739, -4.5258, 2.5906], [2.0576, -4.2022, 1.2151], [3.5701, -4.0057, 1.3137], [1.7481, -5.3582, 0.2675], [1.4631, -3.0354, 0.6881], [1.9448, -5.4374, 2.9830], [0.3881, -4.6913, 2.5277], [1.6657, -3.6906, 3.2738], [4.0140, -4.9324, 1.7086], [3.9993, -3.7765, 0.3278], [3.7893, -3.1787, 1.9968], [2.2391, -6.2815, 0.5887], [0.6738, -5.5451, 0.2137], [2.1079, -5.1062, -0.7338]],
  "atomic_forces_ev_per_a": [[1.9311, -2.3617, -0.4332], [0.1753, 0.0904, -0.3144], [0.1711, -0.2755, -0.0606], [-0.4740, 0.4367, 0.0978], [-0.0689, -0.0196, 0.2415], [0.0959, -0.3709, -0.3809], [-0.4141, -0.2731, 0.1792], [0.3368, -0.1214, -0.0557], [0.1661, 0.2947, -0.1397], [-0.0870, 0.0610, 0.1465], [-0.0879, -0.4098, 0.1865], [0.1526, 0.0263, -0.0981], [-0.0102, 0.1054, -0.3742], [-0.1509, 0.1682, 0.0509], [0.7743, -0.0105, 0.5393], [-0.4792, 0.2376, -0.0040], [-0.0869, 0.0279, -0.2046], [0.0093, -0.2864, -0.3286], [0.2332, 0.0408, 0.0826], [-0.0755, 0.0078, 0.2112], [0.0147, 0.1329, -0.0150], [0.0758, -0.1793, -0.2069], [-0.1379, 0.7970, -0.4483], [-0.1215, -0.0051, 0.2802], [-0.0499, -0.3870, 0.0325], [0.3400, -0.2182, 0.1816], [-1.4812, -0.0702, -1.0107], [-1.0264, -0.0443, 1.5133], [0.0627, 0.6779, -0.6058], [-0.2728, 0.1563, -0.6076], [-0.6707, 0.9931, 1.0932], [0.0031, 1.4117, -0.8060], [-0.0150, -0.0785, 0.3911], [0.0727, 0.0034, 0.2747], [0.0857, -0.2349, -0.1761], [0.1851, -0.1038, 0.1168], [-0.2597, 0.1251, 0.2085], [0.0686, -0.2295, 0.0486], [0.5288, 0.2993, -0.1134], [0.4012, 0.1718, 0.2908], [-0.0465, 0.0708, -0.5185], [0.0004, -0.0616, -0.4341], [-0.0940, -0.4002, 0.0509], [0.2085, -0.0771, -0.0919], [-0.1485, -0.0075, 0.1960], [-0.1760, -0.3955, 0.1665], [0.6238, 1.1057, -0.1991], [0.2187, -0.4549, 0.0228], [0.3879, -0.0243, -0.3049], [-1.3677, -0.1553, -0.3298], [0.0853, -0.0043, 0.5406], [-0.0718, -0.0841, -0.2023], [0.1145, 0.2208, 0.3103], [0.0523, -0.2981, 0.0679], [-0.3054, -0.0167, -0.1348], [-0.0351, -0.3626, 0.0719], [0.0592, -0.3863, -0.0234], [-0.0953, 0.2775, -0.3088], [-0.1699, -0.0022, 0.3614], [-0.4614, 0.1782, -0.1191], [0.3523, 0.2162, 0.2399], [0.2354, 0.0478, -0.1217], [0.1899, -0.1878, 0.3333], [-0.0792, 0.2210, 0.0467], [-0.0618, 0.1548, 0.4413], [0.4195, -0.3042, 0.1691], [-0.2685, -0.1386, 0.0621], [0.0847, 0.3402, -0.1179], [0.2421, -0.2864, -0.2209], [-0.3637, -0.0573, -0.0077], [-0.0386, 0.6906, 0.6337], [0.1274, 0.1724, -0.2950], [0.0772, 0.1697, 0.1427], [-0.8526, -1.1023, 0.1901], [0.1556, 0.4608, -0.1852], [0.2665, -0.1681, -0.4149], [0.8551, -0.1861, 0.0303], [-0.1818, 0.2906, 0.0068], [0.3073, 0.0276, 0.0000], [-0.0404, -0.2153, 0.0537], [-0.1418, 0.3794, -0.1745], [-0.0607, -0.1437, 0.2780], [0.1025, -0.1508, -0.0486], [-0.0454, 0.1565, -0.0044], [0.0572, 0.0246, 0.0511], [-0.0313, -0.1198, 0.0077]],
  "e_tot_ev": -53764.5228,
  "charge": 2,
  "orbital_gap_ev": [7.4, 5.1],
  "spin_multiplicity": 5,
  "s_squared": 6.02,
  "lumo_energy_ev": [-5.762, -8.286]
}

***

{
  "formula": "C28H56AlF8O7",
  "method": "ωB97M-V with the def2-TZVPD basis set",
  "elements": ["C", "C", "C", "O", "O", "C", "C", "C", "C", "C", "C", "Al", "C", "C", "O", "C", "C", "F", "F", "C", "F", "F", "C", "F", "F", "C", "F", "F", "H", "H", "H", "H", "H", "H", "H", "H", "H", "H", "H", "H", "H", "H", "H", "H", "H", "H", "H", "H", "H", "H", "H", "H", "C", "C", "C", "O", "H", "H", "H", "H", "H", "H", "H", "H", "C", "C", "C", "O", "H", "H", "H", "H", "H", "H", "H", "H", "C", "C", "C", "O", "H", "H", "H", "H", "H", "H", "H", "H", "C", "C", "C", "O", "H", "H", "H", "H", "H", "H", "H", "H"],
  "xyz": [[0.9691, 0.4607, -6.4701], [-0.0514, -0.0075, -5.7775], [-0.1428, -1.4469, -5.4052], [0.1342, -2.3553, -6.1308], [-0.5886, -1.6310, -4.1359], [0.4629, -1.7431, -3.1432], [-0.1676, -2.0460, -1.8058], [0.9133, -2.3005, -0.7537], [0.4164, -2.6345, 0.6757], [-1.0830, -2.4765, 0.9421], [-1.5093, -0.9921, 1.0214], [-1.8274, -0.4070, 2.9261], [-2.0070, 1.6205, 3.0082], [-0.7900, 2.2912, 2.4202], [-1.1054, 3.5998, 1.8473], [-0.3006, 4.6621, 2.1910], [0.8135, 4.9593, 1.1779], [1.1726, 6.2755, 1.3078], [0.3521, 4.8003, -0.0795], [2.1346, 4.1451, 1.2222], [1.8435, 2.8509, 0.9399], [2.9565, 4.6268, 0.2503], [2.9511, 4.1700, 2.5407], [2.2850, 3.4863, 3.4958], [3.0951, 5.4463, 2.9685], [4.3660, 3.5654, 2.4873], [4.3409, 2.3519, 1.9119], [5.1920, 4.3495, 1.7752], [1.7491, -0.2009, -6.8285], [1.0583, 1.5164, -6.6945], [-0.8228, 0.6498, -5.3916], [1.1496, -2.5349, -3.4608], [1.0051, -0.7906, -3.1054], [-0.8248, -2.9140, -1.9110], [-0.7879, -1.2021, -1.4989], [1.5488, -3.1165, -1.1197], [1.5620, -1.4180, -0.7086], [0.9177, -1.9701, 1.3868], [0.7402, -3.6495, 0.9318], [-1.2856, -2.9907, 1.8907], [-1.6668, -3.0275, 0.1926], [-2.3938, -0.8065, 0.3972], [-0.7145, -0.3683, 0.5856], [-0.4843, -0.8303, 3.7796], [-3.1301, -1.1620, 3.5558], [-2.1110, 1.9002, 4.0643], [-2.9030, 1.9687, 2.4831], [-0.3207, 1.7115, 1.6197], [-0.0302, 2.4405, 3.1973], [0.1457, 4.5505, 3.1872], [-0.8962, 5.5820, 2.1937], [4.7367, 3.4794, 3.5116], [-2.5840, -4.5455, -4.3405], [-4.0897, -4.6684, -4.1903], [-4.8258, -3.9128, -5.2872], [-4.5217, -4.2383, -2.9032], [-2.2782, -3.4983, -4.2827], [-2.0747, -5.0884, -3.5435], [-2.2456, -4.9381, -5.3013], [-4.3775, -5.7225, -4.2244], [-4.5850, -2.8474, -5.2325], [-5.9049, -4.0225, -5.1715], [-4.5392, -4.2705, -6.2774], [-4.2501, -3.3204, -2.7831], [-5.7012, -8.3023, -6.8172], [-4.2452, -7.8656, -6.8112], [-3.9409, -6.8759, -7.9230], [-3.3743, -8.9942, -6.8836], [-5.9421, -8.7971, -7.7632], [-5.8927, -9.0035, -6.0054], [-6.3683, -7.4464, -6.7036], [-4.0148, -7.4083, -5.8471], [-4.1194, -7.3377, -8.8992], [-2.8974, -6.5637, -7.8822], [-4.5728, -5.9904, -7.8490], [-3.5345, -9.4347, -7.7258], [1.6179, 9.4943, 5.4779], [0.7308, 8.2700, 5.3085], [1.4216, 7.0024, 5.7839], [0.3048, 8.1336, 3.9560], [2.5332, 9.3774, 4.8904], [1.1025, 10.3902, 5.1319], [1.9025, 9.6347, 6.5221], [-0.1941, 8.4185, 5.8701], [2.3190, 6.8326, 5.1811], [0.7690, 6.1376, 5.6667], [1.7244, 7.0766, 6.8295], [1.0826, 7.9525, 3.4139], [6.0005, -0.1526, 7.1335], [4.9954, -0.0539, 5.9953], [5.4991, 0.8375, 4.8718], [3.7298, 0.3837, 6.4737], [6.1788, 0.8376, 7.5643], [5.6206, -0.8037, 7.9203], [6.9572, -0.5454, 6.7849], [4.8015, -1.0528, 5.6000], [5.6499, 1.8559, 5.2479], [4.7819, 0.8720, 4.0524], [6.4539, 0.4797, 4.4831], [3.8301, 1.2764, 6.8231]],
  "atomic_forces_ev_per_a": [[0.2347, 0.0974, -0.2549], [-0.2903, -0.0032, 0.1338], [-0.0033, 0.3090, 0.1533], [0.1585, -0.2672, -0.2058], [-0.1209, 0.0187, 0.0831], [-0.0621, 0.0126, -0.0031], [0.0039, -0.0210, 0.0580], [0.0322, 0.0917, -0.0343], [0.0097, -0.0251, 0.0866], [-0.0240, 0.0587, -0.0466], [-0.0069, -0.0207, -0.0693], [0.0964, -0.0127, 0.0892], [0.1424, -0.1214, 0.0716], [0.0658, 0.0249, 0.2032], [-0.0974, 0.0338, -0.0176], [0.0763, 0.0155, 0.1045], [0.1466, -0.0133, 0.0577], [0.0418, 0.0546, 0.0545], [-0.0652, 0.0456, -0.1138], [0.0288, -0.3474, -0.1316], [0.1627, 0.4555, 0.0539], [-0.1576, -0.1534, 0.1182], [-0.1327, -0.0422, -0.0437], [-0.0269, -0.0290, 0.0222], [-0.0072, 0.1092, 0.0419], [-0.1688, -0.0106, 0.0178], [-0.0256, -0.2159, -0.0244], [0.2239, 0.2431, -0.0978], [-0.0318, 0.0074, 0.0040], [0.0143, -0.0332, 0.0117], [0.0508, -0.0595, 0.0801], [-0.0367, 0.0103, 0.0374], [0.0373, -0.0645, -0.0234], [0.0719, 0.0091, -0.0115], [-0.0395, -0.0798, -0.0402], [0.0001, 0.0438, 0.0669], [-0.0505, -0.0226, -0.0597], [0.0428, -0.0976, -0.0119], [-0.0882, 0.0207, -0.0424], [-0.0309, 0.0437, -0.0377], [0.0853, 0.0085, 0.0119], [0.0017, -0.0222, 0.0613], [-0.0391, -0.0246, -0.0028], [0.0026, 0.0171, -0.0285], [-0.0409, 0.0314, -0.0250], [-0.1115, 0.1702, -0.0984], [0.0306, -0.1150, -0.0621], [-0.1236, 0.0501, -0.0379], [-0.0055, -0.0904, -0.0757], [-0.0127, 0.0681, -0.0231], [0.0079, -0.0487, -0.0060], [0.0129, -0.0195, 0.0172], [0.0177, -0.0088, 0.0801], [0.0102, 0.0127, -0.0632], [-0.0823, 0.0223, 0.0409], [-0.0304, 0.0279, -0.0174], [0.0195, -0.0039, -0.0170], [-0.0104, -0.0122, -0.0062], [-0.0109, -0.0012, -0.0096], [0.0018, -0.0062, -0.0130], [0.0217, -0.0052, -0.0161], [0.0064, -0.0060, 0.0046], [0.0287, -0.0028, 0.0049], [0.0380, -0.0383, 0.0369], [0.0162, -0.0380, 0.0043], [-0.0402, 0.0375, 0.0089], [0.0772, -0.0208, -0.0251], [-0.0233, -0.0152, -0.0238], [-0.0147, 0.0177, -0.0042], [0.0042, 0.0014, -0.0012], [0.0057, 0.0093, 0.0007], [0.0239, 0.0078, -0.0046], [-0.0292, 0.0036, 0.0042], [-0.0056, 0.0049, 0.0118], [-0.0174, -0.0081, 0.0016], [0.0198, 0.0024, 0.0220], [-0.0104, 0.0117, -0.0423], [0.0204, -0.0102, 0.0174], [0.0300, -0.0238, -0.0811], [0.0393, 0.0400, 0.0153], [0.0085, 0.0007, 0.0142], [-0.0010, -0.0053, -0.0038], [-0.0053, -0.0076, 0.0070], [-0.0026, -0.0209, 0.0102], [0.0163, -0.0273, 0.0445], [-0.0189, 0.0104, 0.0050], [-0.0200, 0.0180, 0.0063], [-0.0710, -0.0621, -0.0469], [-0.0234, 0.0048, 0.0170], [0.0383, -0.0315, 0.0197], [-0.0373, 0.0514, -0.0168], [0.0340, 0.0342, 0.0239], [0.0162, -0.0022, -0.0046], [-0.0052, 0.0037, -0.0016], [-0.0007, -0.0025, -0.0098], [0.0010, 0.0017, -0.0134], [0.0308, -0.0089, 0.0055], [-0.0249, -0.0280, 0.0254], [0.0037, -0.0005, -0.0032], [-0.0266, -0.0165, -0.0184]],
  "e_tot_ev": -72613.4222,
  "charge": -1,
  "orbital_gap_ev": 7.0,
  "lumo_energy_ev": 2.173
}